#P
A molecular structure, C40H31Br2CrN3O3P2. Source: the Open Molecules 2025 dataset; level of theory: ωB97M-V with the def2-TZVPD basis set.

Atoms and positions in Å:
H (-2.233, 0.692, -2.759)
H (-2.482, 3.399, 0.519)
C (1.294, 3.904, -1.652)
P (-0.479, 1.906, -0.826)
H (-1.518, 4.627, -1.234)
H (2.988, 1.696, -4.312)
H (-3.784, 1.629, -4.430)
C (0.607, -3.160, 0.619)
C (0.962, 3.666, 2.866)
C (-0.358, -3.009, -1.452)
C (-2.443, 1.752, -2.770)
C (0.897, 2.581, -1.807)
C (-2.891, 4.490, -2.868)
H (0.435, -6.224, -0.809)
C (-4.587, -0.653, 0.762)
H (1.293, -5.073, 1.250)
H (1.614, 2.247, 4.320)
C (-1.755, 3.003, 1.231)
C (0.339, -5.155, -0.682)
H (-3.476, -0.178, -1.025)
C (-3.523, 3.648, -3.769)
Br (-4.467, -1.489, 5.279)
C (-3.425, -0.416, 0.029)
C (2.508, 2.310, -3.565)
P (0.708, 2.225, 1.775)
O (-1.259, -2.438, -3.587)
C (1.414, 3.293, 4.131)
H (5.611, 1.782, -1.120)
H (-0.591, -4.778, -2.609)
H (5.206, 3.746, 0.324)
H (2.607, 5.454, -2.333)
H (3.713, 4.022, -4.000)
C (-1.725, -1.208, 4.601)
C (1.604, 4.239, 5.118)
H (1.955, 3.942, 6.093)
H (-5.536, -0.631, 0.251)
C (-2.137, -0.711, 1.909)
C (0.690, 5.003, 2.596)
N (-0.438, 2.882, 0.583)
N (-2.216, -0.478, 0.575)
H (-1.673, 3.696, 2.070)
C (-0.635, -0.946, 3.778)
C (-0.240, -4.373, -1.671)
H (-1.558, -1.422, 5.646)
C (2.534, 1.006, 0.027)
C (4.454, 2.978, 0.228)
N (0.021, -2.414, -0.313)
C (-4.524, -0.923, 2.111)
H (-3.058, 5.556, -2.914)
H (1.803, 0.188, -0.034)
C (-1.805, 2.594, -1.866)
C (3.265, 3.102, 0.926)
C (2.915, 3.623, -3.393)
C (1.323, 5.570, 4.851)
Cr (-0.402, -0.398, -0.302)
C (0.880, 5.948, 3.593)
C (-3.012, -1.194, 4.103)
H (-4.180, 4.061, -4.518)
C (-3.263, -0.941, 2.735)
H (0.819, 4.521, -0.903)
C (-0.811, -0.686, 2.414)
H (3.108, 3.956, 1.568)
C (3.718, 0.888, -0.676)
H (3.885, 0.025, -1.301)
C (2.272, 2.132, 0.807)
H (0.340, 5.308, 1.620)
H (1.166, 0.760, -2.914)
C (-3.302, 2.281, -3.719)
C (0.797, -4.523, 0.468)
C (4.681, 1.880, -0.582)
H (0.680, 6.991, 3.395)
H (0.945, -2.644, 1.508)
H (-5.419, -1.124, 2.682)
C (-2.030, 3.968, -1.920)
C (-0.855, -2.045, -2.518)
C (2.298, 4.425, -2.446)
O (-0.756, -0.816, -2.140)
H (-2.134, 2.046, 1.616)
Br (1.132, -0.940, 4.454)
C (1.497, 1.785, -2.779)
O (0.112, -0.380, 1.562)
H (1.450, 6.311, 5.626)

The calculation puts the HOMO energy (alpha / beta) at -0.3700 / -0.3725 hartree. The net charge is +1. The expectation value of S² is 3.80. As for the spin multiplicity: 4. As for the LUMO energy (alpha / beta): -4.038 / -3.875 eV. The value obtained for the molar mass is 875.5 g mol⁻¹.



#Q
A molecular structure, C40H31Br2CrN3O3P2. Source: the Open Molecules 2025 dataset; level of theory: ωB97M-V with the def2-TZVPD basis set.

Atoms and positions in Å:
C (4.518, -0.086, -2.867)
H (2.522, 6.659, 0.552)
P (-0.440, -1.417, 0.756)
C (-5.973, 1.837, 1.983)
C (3.487, 3.492, -0.378)
C (-1.776, 2.216, -3.011)
C (-1.865, -0.169, -3.321)
H (-0.672, -4.203, 1.696)
C (-4.105, 0.839, 0.839)
C (-2.033, 0.758, -1.093)
H (-2.485, -2.604, 2.364)
C (-4.978, 0.232, -0.064)
C (3.971, 1.073, -2.105)
C (-0.326, -3.025, -0.074)
C (-4.603, 1.641, 1.861)
C (1.469, -2.367, 2.536)
H (-7.021, -0.047, -0.630)
C (1.038, 3.639, 0.097)
C (4.604, 1.245, -0.674)
H (0.040, -2.140, -1.985)
H (-0.259, -6.411, -1.940)
N (1.802, -0.334, -1.944)
H (5.519, 3.157, -0.093)
C (4.571, 2.692, -0.334)
H (-2.151, -1.337, -1.549)
C (2.829, 0.661, 1.233)
H (-1.859, -1.028, -3.979)
H (0.081, -4.307, -3.190)
C (2.138, 2.941, -0.537)
N (1.770, 1.795, -1.056)
C (-1.932, 2.045, -1.639)
H (3.982, 1.978, -2.714)
C (3.560, 4.920, -0.056)
C (-2.020, -0.344, -1.960)
H (-0.641, -6.352, 0.500)
H (-1.699, 3.215, -3.418)
H (-1.237, -0.514, 3.407)
N (-2.096, -1.107, 0.934)
H (-3.781, -1.428, 2.169)
H (-4.592, -0.383, -0.869)
H (-0.127, -0.642, 5.595)
H (5.600, 0.835, -0.534)
C (3.443, 0.358, -0.134)
H (1.754, -2.001, -3.085)
Br (-0.229, 5.890, 1.186)
C (0.319, -1.129, 4.738)
C (-0.515, -4.219, 0.625)
C (2.365, -1.189, -2.699)
H (5.534, -0.011, -3.238)
C (1.202, 4.938, 0.449)
P (-2.315, 0.594, 0.734)
C (-0.308, -1.065, 3.504)
O (-0.052, 2.919, 0.282)
C (-3.026, -2.001, 1.633)
Cr (0.204, 1.079, -0.021)
H (2.020, -1.842, 5.831)
H (3.767, -0.684, -0.148)
C (2.647, 0.704, -1.410)
C (-1.732, 1.114, -3.846)
C (1.525, -1.803, 4.870)
C (2.100, -2.419, 3.768)
H (4.153, -1.998, -3.682)
C (-0.278, -5.463, -1.419)
Br (5.225, 5.793, -0.162)
C (-6.341, 0.423, 0.067)
C (3.772, -1.159, -3.116)
H (3.044, -2.938, 3.868)
O (3.559, 0.740, 2.189)
C (-0.110, -3.067, -1.450)
C (-0.087, -4.281, -2.121)
O (1.518, 0.783, 1.303)
H (-1.984, 2.912, -0.995)
H (-7.905, 1.376, 1.183)
H (1.929, -2.849, 1.681)
H (-6.360, 2.464, 2.775)
H (-1.608, 1.250, -4.913)
C (-6.837, 1.226, 1.090)
C (0.256, -1.694, 2.398)
H (-3.922, 2.115, 2.558)
H (-3.534, -2.666, 0.933)
C (-0.492, -5.431, -0.048)
C (2.471, 5.608, 0.311)

The calculation puts the HOMO energy (alpha / beta) at -0.3737 / -0.3799 hartree. The net charge is +1. The expectation value of S² is 3.80. As for the spin multiplicity: 4. As for the LUMO energy (alpha / beta): -3.959 / -3.896 eV. The value obtained for the molar mass is 875.5 g mol⁻¹.



Stability verdict: #P, ahead by 69.5 kcal/mol



#P
C3H8O2 in the gas phase. Source: the Open Molecules 2025 dataset; level of theory: ωB97M-V with the def2-TZVPD basis set.

Atoms and positions in Å:
O (-1.308, 0.667, 0.144)
H (1.901, -1.794, 0.921)
H (2.569, -0.306, 1.089)
C (1.523, -0.862, 1.396)
H (-2.583, 2.089, -1.152)
H (0.902, 0.248, -0.573)
C (-0.021, -0.132, -0.208)
H (-0.404, -1.044, -0.760)
O (0.174, -0.462, 1.216)
H (-2.091, 0.267, -1.758)
H (-0.716, 1.237, -1.641)
H (1.797, -0.989, 2.500)
C (-1.742, 1.078, -1.174)

The calculation puts the HOMO energy at -0.3692 hartree. The net charge is 0. As for the spin multiplicity: 1. As for the LUMO energy: 0.926 eV. The value obtained for the molar mass is 76.1 g mol⁻¹. As for the SMILES: COCOC.



#Q
2 unconnected molecules or ions with the total composition C3H8O2. Source: the Open Molecules 2025 dataset; level of theory: ωB97M-V with the def2-TZVPD basis set.

Atoms and positions in Å:
H (-0.028, 2.326, -0.315)
O (2.064, -0.237, -1.113)
C (-0.849, 0.387, -0.251)
O (-0.234, 0.012, 0.893)
C (-0.684, 1.597, -0.783)
C (-0.096, -1.391, 1.070)
H (0.702, -1.770, 0.421)
H (-1.243, 1.888, -1.664)
H (-1.509, -0.363, -0.694)
H (1.310, 0.195, -1.536)
H (2.107, 0.213, -0.260)
H (-1.039, -1.909, 0.848)
H (0.157, -1.552, 2.119)

The calculation puts the HOMO energy at -0.3401 hartree. The net charge is 0. As for the spin multiplicity: 1. As for the LUMO energy: 1.007 eV. The value obtained for the molar mass is 76.1 g mol⁻¹. As for the SMILES: C=COC.O.



Stability verdict: #Q, ahead by 70.0 kcal/mol



#P
2 unconnected molecules or ions with the total composition C3H8O2. Source: the Open Molecules 2025 dataset; level of theory: ωB97M-V with the def2-TZVPD basis set.

Atoms and positions in Å:
H (-2.097, -0.236, -0.421)
H (-1.817, 0.915, -1.984)
H (1.434, 0.610, 1.749)
H (-0.263, -1.188, -2.103)
O (1.519, -1.157, 2.766)
H (-1.143, 1.351, -0.390)
C (-1.422, 0.461, -0.974)
C (-0.159, -0.256, -1.508)
H (0.213, 0.352, 3.159)
O (0.602, -0.634, -0.311)
H (1.624, -0.734, -0.452)
H (0.481, 0.526, -2.113)
C (1.028, -0.011, 2.581)

The calculation puts the HOMO energy at -0.3644 hartree. The net charge is 0. As for the spin multiplicity: 1. As for the LUMO energy: 0.832 eV. The value obtained for the molar mass is 76.1 g mol⁻¹. As for the SMILES: C=O.CCO.



#Q
2 unconnected molecules or ions with the total composition C3H8O2. Source: the Open Molecules 2025 dataset; level of theory: ωB97M-V with the def2-TZVPD basis set.

Atoms and positions in Å:
O (0.270, -0.221, -0.568)
H (1.622, -0.845, 2.207)
H (-2.012, -0.278, -3.461)
C (-0.756, 0.735, 1.331)
C (1.597, -0.174, 1.353)
H (-0.762, 1.083, 2.340)
O (-1.384, -0.556, -2.784)
H (-0.301, 0.280, -1.159)
H (2.041, 0.724, 1.732)
H (-1.613, 1.052, 0.746)
C (0.270, 0.134, 0.744)
H (2.241, -0.459, 0.534)
H (-1.213, -1.475, -3.014)

The calculation puts the HOMO energy at -0.3113 hartree. The net charge is 0. As for the spin multiplicity: 1. As for the LUMO energy: 0.572 eV. The value obtained for the molar mass is 76.1 g mol⁻¹. As for the SMILES: C=C(C)O.O.



#R
2 unconnected molecules or ions with the total composition C3H8O2. Source: the Open Molecules 2025 dataset; level of theory: ωB97M-V with the def2-TZVPD basis set.

Atoms and positions in Å:
H (0.664, -2.272, 2.446)
H (-1.295, -2.691, 1.147)
O (-0.729, -1.522, -0.490)
H (1.492, -1.386, 1.075)
C (-0.260, 2.397, -0.981)
H (1.177, 1.033, -0.941)
C (0.644, -1.967, 1.409)
O (0.248, 1.089, -0.733)
H (-0.027, 2.668, -2.010)
H (-0.216, -0.703, -0.457)
H (0.147, 3.137, -0.299)
C (-0.509, -2.065, 0.746)
H (-1.335, 2.282, -0.910)

The calculation puts the HOMO energy at -0.3234 hartree. The net charge is 0. As for the spin multiplicity: 1. As for the LUMO energy: 0.702 eV. The value obtained for the molar mass is 76.1 g mol⁻¹. As for the SMILES: C=CO.CO.



Stability verdict: #Q, ahead by 14.2 kcal/mol



#P
2 unconnected molecules or ions with the total composition C3H8O2. Source: the Open Molecules 2025 dataset; level of theory: ωB97M-V with the def2-TZVPD basis set.

Atoms and positions in Å:
C (-2.345, 0.697, 0.714)
H (-2.187, 1.404, -1.313)
H (5.739, -2.018, -2.991)
H (-1.025, 0.177, -0.799)
O (5.827, -1.365, -3.685)
O (-1.685, 0.181, 2.960)
H (-0.387, 0.520, 1.373)
H (6.632, -0.850, -3.580)
H (-3.347, 0.755, 1.149)
C (-1.433, 0.553, 1.676)
H (-1.107, -0.519, 3.264)
H (-2.633, -0.317, -1.195)
C (-2.069, 0.481, -0.739)

The calculation puts the HOMO energy at -0.3187 hartree. The net charge is 0. As for the spin multiplicity: 1. As for the LUMO energy: 0.919 eV. The value obtained for the molar mass is 76.1 g mol⁻¹. As for the SMILES: C/C=C/O.O.



#Q
2 unconnected molecules or ions with the total composition C3H8O2. Source: the Open Molecules 2025 dataset; level of theory: ωB97M-V with the def2-TZVPD basis set.

Atoms and positions in Å:
C (0.244, -0.121, 0.662)
H (1.871, -0.145, -0.273)
H (-1.111, -1.725, 0.653)
O (0.483, 0.094, -2.402)
H (-0.406, -0.015, -2.023)
O (1.540, 0.296, 0.523)
H (0.270, -1.891, -0.520)
H (-0.685, 1.779, 0.869)
C (-0.599, 0.844, 1.421)
H (-1.562, 0.367, 1.587)
C (-0.215, -1.299, 0.237)
H (-0.174, 1.091, 2.382)
H (0.344, 0.726, -3.117)

The calculation puts the HOMO energy at -0.3220 hartree. The net charge is 0. As for the spin multiplicity: 1. As for the LUMO energy: 0.746 eV. The value obtained for the molar mass is 76.1 g mol⁻¹. As for the SMILES: C=C(C)O.O.



Stability verdict: #Q, ahead by 15.0 kcal/mol



#P
2 unconnected molecules or ions with the total composition C4H11S2. Source: the Open Molecules 2025 dataset; level of theory: ωB97M-V with the def2-TZVPD basis set.

Atoms and positions in Å:
H (-2.420, 2.859, 0.284)
C (-0.852, -1.872, -0.742)
C (-0.253, 2.204, 0.306)
H (-0.381, 1.342, 0.971)
H (-1.916, 1.508, -0.732)
H (-0.169, -1.271, -1.300)
H (2.010, -1.309, 1.415)
S (1.019, 1.846, -0.939)
H (-1.227, -2.722, -1.346)
C (0.842, -1.280, 1.343)
H (0.633, -0.544, 0.532)
C (-1.603, 2.528, -0.404)
H (-1.595, 3.171, -1.289)
H (0.511, -1.027, 2.342)
S (0.069, -2.689, 0.666)
H (-1.616, -1.089, -0.445)
H (-0.038, 3.098, 0.920)

The calculation puts the HOMO energy at -0.0928 hartree. The net charge is -1. As for the spin multiplicity: 1. As for the LUMO energy: 3.209 eV. The value obtained for the molar mass is 123.3 g mol⁻¹.



#Q
2 unconnected molecules or ions with the total composition C4H11S2. Source: the Open Molecules 2025 dataset; level of theory: ωB97M-V with the def2-TZVPD basis set.

Atoms and positions in Å:
C (1.219, -0.471, 1.347)
H (0.177, 1.754, -3.110)
H (-0.102, 0.222, -3.999)
C (-1.036, 0.563, 1.600)
H (1.362, -1.339, -0.849)
H (-0.864, 0.951, 0.600)
C (-0.367, 0.795, -3.101)
H (-0.666, -1.448, 0.783)
S (0.033, -0.214, -1.622)
H (-0.677, 1.285, 2.341)
H (-2.123, 0.439, 1.653)
H (1.221, 0.463, 0.759)
H (-1.446, 1.047, -3.151)
S (2.181, -1.669, 0.332)
C (-0.283, -0.790, 1.579)
H (1.799, -0.314, 2.281)
H (-0.428, -1.273, 2.559)

The calculation puts the HOMO energy at -0.1072 hartree. The net charge is -1. As for the spin multiplicity: 1. As for the LUMO energy: 3.635 eV. The value obtained for the molar mass is 123.3 g mol⁻¹.



Stability verdict: #Q, ahead by 8.7 kcal/mol



#P
2 unconnected molecules or ions with the total composition C2H3N3O2. Source: the Open Molecules 2025 dataset; level of theory: ωB97M-V with the def2-TZVPD basis set.

Atoms and positions in Å:
N (-1.032, -0.925, 0.944)
H (-1.938, -0.761, 1.197)
C (1.865, 1.306, -1.021)
H (-1.626, -0.627, -0.953)
C (0.534, 0.978, 1.566)
H (-0.113, -1.368, -0.663)
O (0.881, 1.191, -1.606)
N (-0.261, 0.154, 1.271)
N (-1.097, -1.305, -0.399)
O (2.786, 1.359, -0.336)

The calculation puts the HOMO energy at -0.3613 hartree. The net charge is 0. As for the spin multiplicity: 1. As for the LUMO energy: 0.554 eV. The value obtained for the molar mass is 101.1 g mol⁻¹.



#Q
C2H3N3O2 in the gas phase. Source: the Open Molecules 2025 dataset; level of theory: ωB97M-V with the def2-TZVPD basis set.

Atoms and positions in Å:
N (0.519, -1.384, 0.333)
C (-0.025, 0.859, -0.099)
O (-0.786, 1.839, -0.684)
H (-1.619, -1.953, 0.784)
H (-0.090, 2.480, -1.101)
C (-0.457, -0.467, 0.394)
N (1.283, 0.581, -0.404)
O (-1.799, -0.839, 0.689)
N (1.465, -0.589, -0.167)
H (2.411, -1.137, 0.176)

The calculation puts the HOMO energy at -0.3207 hartree. The net charge is 0. As for the spin multiplicity: 1. As for the LUMO energy: 0.790 eV. The value obtained for the molar mass is 101.1 g mol⁻¹. As for the SMILES: Oc1n[nH]nc1O.



#R
A molecular structure, C2H3N3O2. Source: the Open Molecules 2025 dataset; level of theory: ωB97M-V with the def2-TZVPD basis set.

Atoms and positions in Å:
H (-2.634, 0.262, -0.184)
N (0.651, 1.231, 0.089)
H (2.530, -1.295, 0.693)
N (-0.731, 1.195, -0.011)
C (1.095, -0.029, -0.038)
N (-0.084, -0.867, -0.065)
C (-1.038, -0.028, -0.072)
O (-2.213, -0.592, 0.086)
O (2.348, -0.363, -0.075)
H (-0.165, -1.895, -0.026)

The calculation puts the HOMO energy at -0.3229 hartree. The net charge is 0. As for the spin multiplicity: 1. As for the LUMO energy: -0.385 eV. The value obtained for the molar mass is 101.1 g mol⁻¹.



#S
A molecular structure, C2H3N3O2. Source: the Open Molecules 2025 dataset; level of theory: ωB97M-V with the def2-TZVPD basis set.

Atoms and positions in Å:
O (1.951, 0.575, -0.261)
N (0.480, -1.163, -0.878)
C (1.028, -0.168, -0.244)
H (0.602, 0.852, 1.537)
H (0.975, -1.874, -1.507)
C (-1.762, 0.745, -0.340)
N (-1.566, 1.178, 0.835)
H (-0.140, -0.654, 1.346)
N (0.088, 0.230, 0.899)
O (-1.656, 0.280, -1.386)

The calculation puts the HOMO energy at -0.3435 hartree. The net charge is 0. As for the spin multiplicity: 1. As for the LUMO energy: -2.478 eV. The value obtained for the molar mass is 101.1 g mol⁻¹.



Stability verdict: #R, ahead by 2.5 kcal/mol